No. 1
The following is a quantum chemistry calculation of a 2-piece molecular cluster, C3H9BS overall in a non-equilibrium geometry, from the Open Molecules 2025 dataset.

The geometry in XYZ format:
```
14
Properties=species:S:1:pos:R:3:mulliken_charge:R:1
S 0.92124 -1.48952 -1.11406 -0.397
C -1.24129 -0.43496 1.31059 -0.772
C 0.85426 1.47376 1.34592 -0.764
C -0.25364 -2.69302 -1.69729 -0.725
B -0.01625 0.31904 0.97542 0.005
H -1.18507 -1.24561 1.99522 0.331
H -1.04306 -2.30460 -2.40292 0.235
H -1.61157 -0.75535 0.31080 0.261
H 0.89818 1.73738 2.44334 0.297
H -0.91064 -3.18522 -0.85995 0.190
H 0.41367 -3.37453 -2.23035 0.263
H -2.04869 0.13476 1.71259 0.373
H 0.19467 2.24812 0.91740 0.294
H 1.74594 1.72611 0.95549 0.411
```

Computed properties:
Maximum force, eV/Å: 3.627
E_LUMO, eV: 0.0
2S+1: 1
Kohn-Sham gap, eV: 7.22
Energy, eV: -14765.5570
ΔE to the lowest compared entry with this formula, charge and spin, eV: 3.321

***

No. 2
The following is a quantum chemistry calculation of a 2-piece molecular cluster, C3H9Cl2NP overall in a non-equilibrium geometry, from the Open Molecules 2025 dataset.

The geometry in XYZ format:
```
16
Properties=species:S:1:pos:R:3:mulliken_charge:R:1
Cl 1.86514 -1.79865 3.52764 -0.236
Cl 0.54092 2.95325 -1.83315 -0.158
P 0.34433 1.25048 -0.76552 0.344
N -0.93186 0.32299 -1.62226 0.058
C -0.76206 1.86768 0.60038 -0.952
C -0.76496 -1.08096 -1.30048 -1.037
C -1.65404 0.67298 -2.64354 -0.134
H -0.28416 -1.09497 -0.38794 0.415
H -1.60764 -1.69476 -1.44208 0.429
H -0.05081 -1.59864 -1.89149 0.424
H -1.68498 2.52245 0.11099 0.296
H 0.65927 -1.36333 3.73961 0.236
H -2.01109 -0.02004 -3.38271 0.301
H -0.25856 2.53270 1.20527 0.380
H -2.04732 1.69830 -2.79631 0.262
H -1.15728 1.09552 1.11993 0.372
```

Computed properties:
Maximum force, eV/Å: 5.791
E_LUMO, eV: -5.5
2S+1: 1
Kohn-Sham gap, eV: 8.67
Total charge: +1
Energy, eV: -39073.0528
ΔE to the lowest compared entry with this formula, charge and spin, eV: 1.782

***

No. 3
The following is a quantum chemistry calculation of C3H9ClCrN3O10 as an isolated structure in a non-equilibrium geometry, from the Open Molecules 2025 dataset.

The geometry in XYZ format:
```
27
Properties=species:S:1:pos:R:3:lowdin_spin:R:1
Cr 1.43485 -2.22654 -1.15301 3.963
Cl 1.13838 -0.96144 1.53050 0.006
O -0.42773 -1.68276 -1.79037 0.018
O 1.05758 -0.39336 0.14742 -0.042
O -2.21851 1.49962 5.97798 0.000
O 1.98754 -2.12801 1.41983 0.010
O 3.37955 1.40194 -3.20627 0.004
O -1.24875 -0.30513 -3.20735 0.022
O 1.64038 0.04631 2.39330 -0.008
O -0.21425 -1.23342 1.90304 0.001
O 2.13460 -0.19374 -2.53843 0.022
O -0.57090 2.87301 6.02712 0.000
N -1.37448 -1.11856 -2.36597 0.003
N 2.41490 0.71458 -3.32903 0.002
N -1.12382 1.88159 5.62257 0.000
C -2.70747 -1.40412 -1.79958 0.000
C 1.47610 0.98866 -4.44150 0.000
C -0.46907 1.04976 4.59285 0.000
H 1.21921 0.06110 -4.93936 0.000
H -2.89194 -2.47637 -1.81815 0.000
H -2.73002 -1.13519 -0.74258 0.000
H -3.47770 -0.84118 -2.31269 0.000
H 0.47864 1.49089 4.30534 0.000
H 1.88764 1.77403 -5.06089 0.000
H -1.13996 0.92946 3.74788 0.000
H -0.25458 0.04137 4.93991 0.000
H 0.59983 1.34751 -3.90258 0.000
```

Computed properties:
Maximum force, eV/Å: 3.572
E_LUMO (alpha / beta), eV: -7.2 / -6.1
2S+1: 5
Kohn-Sham gap (alpha / beta), eV: 5.27 / 6.37
Total charge: +1
Energy, eV: -69121.3462
ΔE to the lowest compared entry with this formula, charge and spin, eV: 0.000

***

No. 4
The following is a quantum chemistry calculation of a 2-piece molecular cluster, C3H9ClNOP overall in a non-equilibrium geometry, from the Open Molecules 2025 dataset.

The geometry in XYZ format:
```
16
Properties=species:S:1:pos:R:3:mulliken_charge:R:1
Cl -5.06885 0.28296 0.52340 -0.299
P -3.07628 -0.37102 1.02408 0.380
O -0.47822 0.63474 -0.58262 -0.604
N -2.70580 -1.29691 -0.07774 -0.403
C 0.85786 1.02422 -0.50539 0.540
C 1.10932 1.08353 1.01005 -1.569
C 1.90548 0.12211 -1.16040 -1.146
H 0.74021 2.10710 -0.95397 0.233
H 2.01133 1.51252 1.29359 0.441
H 1.91250 0.37877 -2.17121 0.352
H -1.72480 -1.59554 -0.39281 0.325
H 1.43892 -0.83288 -1.12722 0.304
H 0.39447 1.57465 1.51509 0.472
H 2.89730 0.26622 -0.61735 0.317
H -0.96537 0.23462 -1.61363 0.335
H 1.03285 0.05224 1.34246 0.322
```

Computed properties:
SMILES string: [H]/N=P/Cl.CC(C)O
Maximum force, eV/Å: 6.647
E_LUMO, eV: -0.2
2S+1: 1
Kohn-Sham gap, eV: 9.51
Energy, eV: -28603.8065
ΔE to the lowest compared entry with this formula, charge and spin, eV: 3.085

***

No. 5
The following is a quantum chemistry calculation of a 2-piece molecular cluster, C3H9ClO overall in a non-equilibrium geometry, from the Open Molecules 2025 dataset.

The geometry in XYZ format:
```
14
Properties=species:S:1:pos:R:3:mulliken_charge:R:1
Cl 3.49105 -0.18664 0.76632 -0.230
O -0.77160 2.59546 -1.20136 -0.689
C 1.07485 1.11430 0.26344 0.096
C 0.00000 0.00000 0.00000 -1.008
C 2.43151 0.85506 -0.27209 -0.530
H 0.75737 1.98421 -0.34312 -0.266
H 2.35456 0.32022 -1.23826 0.272
H -0.37843 3.40985 -0.81349 0.329
H 1.11536 1.43831 1.32118 0.383
H -0.95899 0.49782 0.22163 0.279
H -0.14158 2.32837 -1.90845 0.353
H 0.11727 -0.85782 0.68338 0.354
H -0.03060 -0.37718 -1.03605 0.287
H 2.95035 1.81489 -0.45913 0.371
```

Computed properties:
SMILES string: CCCCl.O
Maximum force, eV/Å: 1.462
E_LUMO, eV: 0.5
2S+1: 1
Kohn-Sham gap, eV: 10.97
Energy, eV: -17826.4064
ΔE to the lowest compared entry with this formula, charge and spin, eV: 0.439

***

No. 6
The following is a quantum chemistry calculation of a 2-piece molecular cluster, C3H9ClO5SSi overall in a non-equilibrium geometry, from the Open Molecules 2025 dataset.

The geometry in XYZ format:
```
20
Properties=species:S:1:pos:R:3:mulliken_charge:R:1
Cl -0.56387 2.30627 -1.53328 -0.295
S -2.92874 0.09935 -0.29815 0.805
Si 0.29625 0.75400 -0.57135 0.549
O -3.39398 -1.26002 -0.34742 -0.493
O 0.59680 1.05628 0.94374 -0.164
O 1.66838 0.52406 -1.35067 -0.290
O -2.70040 0.58315 1.07453 -0.512
O -0.72654 -0.53673 -0.86118 -0.255
C -0.56624 -1.86083 -0.39607 -0.542
C 2.70849 -0.44491 -1.12244 -0.464
C -0.18286 1.67940 1.93983 -0.668
H -0.29514 2.71047 1.56677 0.290
H -0.06561 -2.39626 -1.22743 0.243
H -1.15130 1.30438 2.09596 0.341
H 2.21025 -1.48914 -1.13453 0.191
H 3.55605 -0.26879 -1.90441 0.209
H 0.35477 1.65777 2.88535 0.251
H -0.08849 -1.85423 0.54592 0.373
H 2.96766 -0.26151 -0.09751 0.254
H -1.69547 -2.30269 -0.20765 0.177
```

Computed properties:
Maximum force, eV/Å: 3.372
E_LUMO, eV: -0.3
2S+1: 1
Kohn-Sham gap, eV: 10.45
Energy, eV: -44732.8396

***

No. 7
The following is a quantum chemistry calculation of C3H9FN3 as an isolated structure in a non-equilibrium geometry, from the Open Molecules 2025 dataset.

The geometry in XYZ format:
```
16
Properties=species:S:1:pos:R:3:lowdin_spin:R:1
F 1.92726 -0.14450 -1.30717 0.096
N -2.19935 -0.48009 0.87468 0.036
N -0.91280 -0.10573 -1.24599 0.066
N 2.64210 0.24671 0.85079 0.337
C -0.08820 0.50116 -0.11278 0.643
C -1.67068 0.46269 0.07180 0.155
C 1.75205 -0.32228 -0.01562 0.525
H 2.70616 0.05465 1.88662 0.009
H -1.08911 0.33791 -2.18395 0.004
H 1.49818 -1.43189 0.23781 0.051
H -3.12735 -0.68480 0.74892 0.001
H -0.88581 -1.08687 -1.15502 0.010
H 3.16645 1.01901 0.48498 0.012
H -2.46314 1.26617 -0.20141 0.019
H -1.53576 -1.08599 1.33290 0.007
H 0.28001 1.45384 -0.26656 0.026
```

Computed properties:
Maximum force, eV/Å: 7.231
E_LUMO (alpha / beta), eV: -2.8 / -6.7
2S+1: 3
Kohn-Sham gap (alpha / beta), eV: 6.41 / 7.49
Total charge: +1
Energy, eV: -10430.6271
ΔE to the lowest compared entry with this formula, charge and spin, eV: 3.521

***

No. 8
The following is a quantum chemistry calculation of a 3-piece molecular cluster, C3H9FNO overall in a non-equilibrium geometry, from the Open Molecules 2025 dataset.

The geometry in XYZ format:
```
15
Properties=species:S:1:pos:R:3:mulliken_charge:R:1
F -3.03096 -1.19889 -1.21508 -0.411
O 2.02066 -0.25431 -0.03906 -0.370
N -0.62563 0.29595 0.69895 -0.043
C 0.44093 0.42135 1.36358 -0.095
C -1.30495 1.24288 -0.22153 -0.930
C 2.90681 -1.01953 -0.31675 -0.099
H -0.70077 1.56037 -1.06525 0.356
H -0.98311 -0.70918 0.66082 0.341
H 0.81983 -0.51916 1.83580 0.246
H 3.58780 -1.39017 0.51925 0.250
H 1.15743 1.15764 1.50648 0.347
H 2.93733 -1.38007 -1.38813 0.257
H -2.25891 0.99600 -0.54382 0.349
H -3.53535 -1.33927 -2.07282 0.417
H -1.43110 2.13638 0.27758 0.386
```

Computed properties:
Maximum force, eV/Å: 3.664
E_LUMO, eV: -3.9
2S+1: 1
Kohn-Sham gap, eV: 10.63
Total charge: +1
Energy, eV: -9503.1344
ΔE to the lowest compared entry with this formula, charge and spin, eV: 1.387

***

Q: 2S+1 of number 2 (C3H9Cl2NP)?
A: 1

***

Q: What is the formula in the third record?
A: C3H9ClCrN3O10

***

Q: Look up the energy of the third one.
A: -69121.3462 eV